(1)
A molecular structure, C24H72B6Ca2O6, computed with ωB97M-V/def2-TZVPD.

E_HOMO ... -3.03 eV
LUMO ... 0.91 eV
Largest force on an atom ... 5.49 eV Å⁻¹
Net charge ... -2
Gap between HOMO and LUMO ... 3.9 eV

```
110
C24H72B6Ca2O6 ωB97M-V/def2-TZVPD
Ca 15.8082 -13.1161 -7.5552
Ca 13.3179 -6.6317 -8.3254
B 11.5270 -13.8791 -8.1002
H 11.7115 -13.4949 -7.1089
H 12.4665 -14.1889 -8.5310
H 10.9357 -14.7800 -8.0439
H 10.9757 -13.1696 -8.6977
B 10.9274 -8.4011 -10.6672
H 11.5385 -7.6108 -11.0749
H 11.4458 -8.9958 -9.9311
H 10.1184 -7.9432 -10.1193
H 10.5945 -9.0546 -11.4586
B 15.8697 -6.7344 -11.5232
H 15.3208 -6.1223 -12.2221
H 16.8546 -6.8519 -11.9478
H 15.9957 -6.2498 -10.5675
H 15.3233 -7.6577 -11.4082
B 16.6433 -14.5243 -3.9660
H 16.9169 -14.6086 -2.9256
H 17.3678 -13.9484 -4.5207
H 16.6983 -15.5565 -4.2754
H 15.6820 -14.0597 -4.1221
B 15.1147 -9.4164 -6.6122
H 15.7291 -10.0808 -6.0246
H 15.6341 -8.8824 -7.3929
H 14.2621 -9.9612 -6.9868
H 14.7577 -8.6723 -5.9171
B 14.5827 -12.2183 -11.6006
H 14.8784 -11.8346 -10.6365
H 14.7376 -13.2852 -11.5568
H 13.5701 -12.0035 -11.9049
H 15.3128 -11.8135 -12.2843
C 15.5544 -10.7027 2.9297
C 15.7750 -10.1669 1.5541
C 16.6338 -11.1512 0.9165
O 16.1903 -12.4114 1.4118
C 15.6483 -12.1841 2.6958
H 14.6736 -10.2689 3.4030
H 16.4077 -10.4682 3.5662
H 16.2503 -9.1864 1.5831
H 14.8296 -10.0605 1.0221
H 17.6937 -11.0509 1.1505
H 16.5481 -10.9477 -0.1509
H 16.1809 -12.6980 3.4960
H 14.6616 -12.6471 2.6881
C 22.5334 -10.4649 -2.6618
C 23.2968 -9.4215 -1.8872
C 22.3891 -8.2617 -1.8372
O 21.6774 -8.3501 -3.0799
C 21.8041 -9.6267 -3.6980
H 21.9816 -10.9920 -1.8835
H 23.2649 -11.1882 -3.0220
H 24.2075 -9.1555 -2.4238
H 23.6469 -9.8555 -0.9507
H 22.9627 -7.3411 -1.7298
H 21.7022 -8.2724 -0.9910
H 22.3589 -9.3408 -4.5916
H 20.8449 -10.1001 -3.9076
C 16.8098 -3.2463 -2.2163
C 16.9093 -1.9284 -3.0005
C 16.5487 -2.2207 -4.4189
O 16.1242 -3.5901 -4.3883
C 16.8486 -4.2550 -3.2932
H 15.8051 -3.3156 -1.7993
H 17.5574 -3.3189 -1.4264
H 17.9074 -1.4954 -2.9337
H 16.2985 -1.1197 -2.5993
H 17.3578 -2.0287 -5.1235
H 15.6904 -1.6487 -4.7715
H 17.8546 -4.5864 -3.5507
H 16.3179 -5.1470 -2.9603
C 9.6627 -7.9525 -3.5563
C 10.3523 -6.7510 -2.9574
C 10.4376 -5.6833 -4.0443
O 10.2917 -6.3762 -5.2649
C 9.2666 -7.3688 -4.9815
H 8.7695 -8.2179 -2.9908
H 10.3057 -8.8313 -3.6054
H 11.3198 -7.0061 -2.5250
H 9.7621 -6.3435 -2.1367
H 11.3486 -5.1058 -3.8873
H 9.6390 -4.9616 -3.8727
H 9.3011 -8.1543 -5.7363
H 8.2556 -6.9618 -5.0024
C 20.2722 -13.1461 -11.2008
C 20.8423 -14.2699 -10.3537
C 20.5451 -13.8619 -8.8963
O 19.6620 -12.7567 -9.0293
C 19.9704 -12.0006 -10.2362
H 19.3673 -13.6297 -11.5689
H 20.8851 -12.8207 -12.0414
H 21.9151 -14.3989 -10.4971
H 20.4515 -15.2720 -10.5305
H 21.4757 -13.6784 -8.3593
H 19.9960 -14.6490 -8.3796
H 20.8225 -11.3286 -10.1342
H 19.1119 -11.4694 -10.6473
C 23.2909 -4.1888 -10.4067
C 22.4914 -5.3497 -9.6962
C 21.0809 -4.7907 -9.4610
O 20.8886 -3.9792 -10.6477
C 22.1810 -3.3444 -10.9900
H 23.9618 -4.6810 -11.1107
H 23.9455 -3.6515 -9.7204
H 23.0157 -5.7386 -8.8233
H 22.2827 -6.1149 -10.4438
H 20.9043 -4.1753 -8.5789
H 20.3211 -5.5176 -9.1739
H 22.1876 -2.2844 -10.7363
H 22.3245 -3.3635 -12.0704
```

***

(2)
8 unconnected molecules or ions with the total composition C24H72N6O8P2S6, computed with ωB97M-V/def2-TZVPD.

Energy relative to the best compared isomer or geometry (same formula, charge and spin) ... 4.0647 eV
E_HOMO ... -8.09 eV
LUMO ... 0.25 eV
Largest force on an atom ... 3.68 eV Å⁻¹
Gap between HOMO and LUMO ... 8.3 eV

```
118
C24H72N6O8P2S6 ωB97M-V/def2-TZVPD
O 1.0310 -4.1524 0.5334
P 1.0251 -5.5963 0.0718
N 0.0313 -5.9638 -1.2457
C -0.3335 -4.9023 -2.1844
C -0.3225 -7.3113 -1.6369
N 0.5931 -6.6952 1.2359
C 1.5639 -7.1762 2.2521
C -0.8492 -6.9289 1.6950
N 2.5434 -6.1500 -0.5587
C 2.9750 -7.5971 -0.8495
C 3.5135 -5.1819 -0.9854
H -1.1807 -5.1907 -2.8067
H 0.4785 -4.4521 -2.7554
H -0.7119 -4.1314 -1.5131
H 0.0008 -8.0571 -0.9107
H 0.1212 -7.5954 -2.5911
H -1.4064 -7.4268 -1.6353
H 2.5364 -7.2755 1.7700
H 1.4705 -6.4821 3.0874
H 1.1504 -8.1125 2.6268
H -1.0195 -6.4285 2.6482
H -1.6054 -6.5774 0.9931
H -0.9417 -8.0069 1.8276
H 2.6931 -8.3211 -0.0850
H 2.5195 -7.9329 -1.7811
H 4.0609 -7.6092 -0.9425
H 3.0769 -4.8425 -1.9247
H 4.4640 -5.6842 -1.1650
H 3.6751 -4.4336 -0.2094
O -4.6974 1.0137 3.0139
P -4.1912 0.3189 4.2265
N -2.6541 0.8490 4.6650
C -1.5445 -0.0126 4.9028
C -2.3994 2.2318 4.9900
N -4.0302 -1.3836 4.0595
C -4.2586 -2.1864 5.3044
C -3.7616 -2.1058 2.8145
N -5.1831 0.6296 5.6092
C -6.6165 0.8034 5.6095
C -4.6187 0.6718 7.0033
H -1.5794 -0.4037 5.9196
H -0.6105 0.5491 4.8845
H -1.4728 -0.8070 4.1598
H -1.4713 2.4065 5.5343
H -3.2903 2.5693 5.5197
H -2.2397 2.8222 4.0878
H -5.3159 -2.3195 5.5337
H -3.7803 -3.1478 5.1174
H -3.7512 -1.8040 6.1900
H -4.3324 -3.0326 2.7558
H -4.1745 -1.4880 2.0170
H -2.6783 -2.2082 2.7507
H -7.0186 0.0228 6.2554
H -6.9066 1.7554 6.0540
H -7.0524 0.6814 4.6180
H -4.2658 1.6714 7.2572
H -3.6252 0.2328 7.0948
H -5.3457 0.4374 7.7809
C 1.7271 0.7154 -1.6967
S 1.5552 1.8863 -0.2018
O 2.1671 3.2261 -0.5836
C -0.3010 1.9825 -0.2344
H 1.1336 -0.1988 -1.6859
H 2.7862 0.4577 -1.7072
H 1.4278 1.2520 -2.5970
H -0.6233 2.6820 0.5369
H -0.8351 1.0354 -0.1580
H -0.5023 2.5540 -1.1405
C -3.2351 1.9216 -6.0455
S -2.3605 0.5375 -5.2504
O -3.2422 0.0110 -4.0780
C -2.4766 -0.6771 -6.6503
H -3.5370 2.6094 -5.2557
H -4.1848 1.6190 -6.4866
H -2.6338 2.4861 -6.7582
H -3.5046 -0.8255 -6.9808
H -2.1174 -1.5914 -6.1780
H -1.9464 -0.3871 -7.5575
C 4.6651 5.9411 2.5927
S 4.5949 7.6910 2.9428
O 6.0880 7.9386 3.3158
C 4.2794 8.2904 1.2397
H 5.0835 5.7816 1.5989
H 3.6305 5.6071 2.5143
H 5.3270 5.4247 3.2878
H 4.3922 9.3720 1.1663
H 3.2587 8.1370 0.8894
H 4.8724 7.8671 0.4290
C 4.4602 5.5795 -5.2446
S 3.0523 5.0129 -6.2533
O 3.3621 3.5703 -6.5602
C 1.8039 5.0181 -4.9009
H 4.2625 6.3216 -4.4711
H 5.1262 6.1303 -5.9088
H 5.0304 4.7489 -4.8283
H 1.6276 6.0808 -4.7350
H 2.3127 4.6380 -4.0151
H 0.8483 4.5393 -5.1148
C 7.6281 -1.6167 -4.0450
S 8.9403 -2.0383 -2.8389
O 8.9631 -3.5276 -2.9128
C 10.2549 -1.4612 -4.0589
H 7.7678 -1.9467 -5.0744
H 7.7052 -0.5297 -4.0695
H 6.7403 -1.9387 -3.5008
H 11.2543 -1.5199 -3.6277
H 9.9889 -0.4117 -4.1852
H 10.3637 -1.9970 -5.0018
C -5.1223 5.6481 -0.0157
S -6.7111 6.5789 -0.3715
O -6.5590 8.0688 -0.0607
C -7.8851 5.8034 0.7525
H -5.0059 5.5242 1.0610
H -4.2986 6.2139 -0.4511
H -5.1857 4.7201 -0.5840
H -8.0214 4.7338 0.5929
H -8.8913 6.2152 0.6748
H -7.5877 5.9429 1.7918
```